Entry from the OMol25 dataset: a structure of composition CH3N4Si at a distorted geometry (ωB97M-V/def2-TZVPD).

```
9
Properties=species:S:1:pos:R:3:nbo_charge:R:1
C 0.000 0.326 -0.122 -0.153
N -1.753 1.434 -0.819 -0.068
N -1.315 0.227 -0.539 -0.485
N 0.424 1.524 0.018 -0.469
N -0.998 2.412 -0.761 -0.163
Si 0.794 -1.226 0.464 0.891
H 2.175 -1.069 0.088 -0.182
H 0.295 -2.334 -0.187 -0.196
H 0.379 -1.294 1.859 -0.174
```

**DFT total energy**: -14921.67256 eV
**Gap between HOMO and LUMO**: 7.674 eV
**Total charge**: -1
**ΔE to the lowest compared entry with this formula, charge and spin**: 46.83 kcal/mol